Computed, not measured: a cluster of 3 separate species, C2H12NO2 in total in a non-equilibrium geometry, with ωB97M-V/def2-TZVPD.

Structure (ORCA input):
```
! wB97M-V def2-TZVPD RIJCOSX def2/J DEFGRID3
* xyz 1 1
C -1.000 -0.127 0.456
N -0.290 1.097 -0.058
C 1.182 1.017 0.198
H -2.043 -0.071 0.168
H -0.935 -0.006 1.533
H -0.472 -0.986 0.085
H -0.448 1.302 -1.057
H -0.623 1.903 0.480
H 1.569 0.123 -0.262
H 1.632 1.944 -0.136
H 1.325 0.975 1.261
H 0.145 -2.513 3.014
H 0.360 -3.540 1.884
O 0.187 -2.610 2.057
H 0.324 -0.106 -3.210
H -0.655 1.031 -3.581
O -0.257 0.565 -2.831
*
```

The calculation puts the lowest unoccupied orbital energy at -3.05 eV. For the energy above the lowest of the compared OMol25 structures with the same formula, charge and spin, the calculation gives 12.9 kcal per mole. The calculation puts the HOMO energy at -14.85 eV. The calculation puts the HOMO-LUMO gap at 11.79 eV.

These are the Mulliken partial charges, in e, on atoms 1 to 2: number 1, C, carries -0.856; number 2, N, carries -0.125

=====

Computed, not measured: a cluster of 2 separate species, C10H7N8O6 in total in a non-equilibrium geometry, with ωB97M-V/def2-TZVPD.

Structure (ORCA input):
```
! wB97M-V def2-TZVPD RIJCOSX def2/J DEFGRID3
* xyz -1 1
C -5.047 1.237 0.193
C -3.572 1.503 0.199
C -2.592 0.521 0.213
N -1.282 0.669 0.270
C -0.742 1.931 0.222
O 0.457 2.184 0.198
N -1.694 2.963 0.201
C -3.080 2.877 0.201
O -3.773 3.900 0.202
H -5.608 2.176 0.193
H -5.377 0.666 -0.687
H -5.381 0.666 1.072
H -2.891 -0.537 0.176
H -1.286 3.888 0.186
O 5.763 -1.169 1.065
N 5.148 -1.207 -0.013
O 5.708 -1.114 -1.130
C 3.699 -1.362 -0.028
C 3.004 -1.423 -1.227
C 1.594 -1.509 -1.250
N 0.835 -1.620 -2.464
O 1.380 -1.708 -3.588
O -0.419 -1.625 -2.312
C 0.868 -1.485 -0.070
N 1.598 -1.539 1.078
N 1.056 -1.643 2.321
N 2.054 -1.592 3.164
N 3.254 -1.461 2.532
C 2.979 -1.444 1.208
H 3.559 -1.381 -2.159
H -0.210 -1.360 0.033
*
```

The calculation puts the lowest unoccupied orbital energy at 0.41 eV. The calculation puts the HOMO energy at -4.31 eV. The calculation puts the HOMO-LUMO gap at 4.72 eV.

These are the Mulliken partial charges, in e, on atoms 1 to 2: number 1, C, carries -1.333; number 2, C, carries 0.419

=====

Computed, not measured: a structure of composition C11H18BBr24O in a non-equilibrium geometry, with ωB97M-V/def2-TZVPD.

Structure (ORCA input):
```
! wB97M-V def2-TZVPD RIJCOSX def2/J DEFGRID3
* xyz -1 1
B 1.025 -0.798 -0.480
C -0.333 -1.380 -1.212
C -1.247 -0.204 -1.589
C -2.122 0.175 -0.452
O -3.389 -0.460 -0.538
H 2.023 -1.519 -0.614
H 0.836 -0.543 0.723
H 1.290 0.245 -1.043
H -0.054 -1.830 -2.136
H -0.890 -2.060 -0.601
H -0.676 0.632 -1.894
H -1.836 -0.503 -2.419
H -1.646 -0.141 0.433
H -2.331 1.207 -0.413
H -3.172 -1.377 -0.552
C -0.351 3.876 0.267
Br 0.950 2.480 0.351
Br -1.021 4.121 -1.527
Br -1.775 3.509 1.519
H 0.112 4.801 0.557
C 2.888 0.436 -4.376
Br 1.725 1.697 -3.517
Br 4.101 -0.399 -3.137
Br 1.894 -0.877 -5.375
H 3.484 0.981 -5.082
C -5.227 -4.089 0.824
Br -4.556 -3.476 2.517
Br -3.937 -5.182 -0.096
Br -6.893 -5.038 1.033
H -5.419 -3.221 0.218
C 0.787 2.808 4.840
Br 0.606 2.898 6.760
Br 2.628 2.749 4.291
Br -0.182 1.329 4.110
H 0.360 3.711 4.442
C 5.192 2.192 0.506
Br 3.969 0.915 1.252
Br 4.529 3.023 -1.101
Br 5.697 3.522 1.815
H 6.086 1.661 0.238
C -4.935 2.851 4.403
Br -3.635 4.217 4.789
Br -4.621 2.031 2.695
Br -5.011 1.540 5.810
H -5.895 3.329 4.360
C -0.057 -3.171 4.152
Br 0.024 -2.206 5.817
Br -1.134 -2.274 2.843
Br 1.698 -3.549 3.468
H -0.529 -4.113 4.359
C 4.255 -2.963 -8.349
Br 3.466 -4.352 -7.279
Br 2.917 -1.788 -9.071
Br 5.587 -1.985 -7.364
H 4.749 -3.436 -9.177
*
```

The calculation puts the lowest unoccupied orbital energy at 1.55 eV. The calculation puts the HOMO energy at -5.05 eV. The calculation puts the HOMO-LUMO gap at 6.61 eV.

These are the Mulliken partial charges, in e, on atoms 1 to 2: number 1, B, carries 0.389; number 2, C, carries -0.678

=====

Computed, not measured: a structure of composition C3H3I2NO, with ωB97M-V/def2-TZVPD.

Structure (ORCA input):
```
! wB97M-V def2-TZVPD RIJCOSX def2/J DEFGRID3
* xyz 0 1
C -0.586 0.968 -0.284
C 0.923 -2.901 0.611
C -0.691 2.327 -0.729
N -0.500 -0.118 0.063
O 0.703 -3.338 -0.452
I -0.359 -3.201 2.269
I 2.653 -1.758 1.050
H -1.733 2.577 -0.925
H -0.298 2.992 0.039
H -0.111 2.452 -1.643
*
```

The calculation puts the lowest unoccupied orbital energy at -0.44 eV. For the energy above the lowest of the compared OMol25 structures with the same formula, charge and spin, the calculation gives 0.0 kcal per mole. The calculation puts the HOMO energy at -9.40 eV. The calculation puts the HOMO-LUMO gap at 8.96 eV.

These are the Mulliken partial charges, in e, on atoms 1 to 2: number 1, C, carries 0.246; number 2, C, carries 0.154

=====

Computed, not measured: the molecule C3H3N5O in a non-equilibrium geometry, with ωB97M-V/def2-TZVPD.

Structure (ORCA input):
```
! wB97M-V def2-TZVPD RIJCOSX def2/J DEFGRID3
* xyz 0 3
C 1.376 -0.578 0.100
C 1.813 0.754 0.268
C -0.632 0.540 -0.410
N 1.298 1.819 -0.288
N 0.053 1.550 -0.661
N 2.558 -0.267 0.831
N -1.614 -0.097 -0.537
N -2.701 -0.577 0.081
O 0.783 -1.581 -0.265
H 3.548 -0.295 0.766
H -3.302 0.096 0.379
H -3.178 -1.363 -0.266
*
```

The calculation puts the lowest unoccupied orbital energy (spin up / spin down) at 0.53 / -2.28 eV. The calculation puts the HOMO energy (spin up / spin down) at -5.96 / -9.28 eV. The calculation puts the HOMO-LUMO gap (spin up / spin down) at 6.48 / 7.00 eV. The expectation value of S² is 2.014.

These are the Mulliken partial charges, in e, on atoms 1 to 2: number 1, C, carries 0.457; number 2, C, carries 0.469

=====

Computed, not measured: a structure of composition C32H39FN5O7SZr, with ωB97M-V/def2-TZVPD.

Structure (ORCA input):
```
! wB97M-V def2-TZVPD RIJCOSX def2/J DEFGRID3
* xyz 3 1
Zr -1.969 0.525 -0.489
F 4.103 -0.439 -3.550
C 3.795 -0.718 -2.275
C 2.503 -0.577 -1.884
C 2.138 -0.812 -0.547
C 0.785 -0.641 -0.113
O -0.105 -0.238 -0.977
C 0.505 -0.884 1.240
C 1.536 -1.236 2.087
N 2.791 -1.420 1.688
C 3.810 -1.773 2.672
C 3.474 -2.759 3.744
C 4.406 -3.150 2.638
C 3.139 -1.200 0.359
C 4.461 -1.358 -0.072
C 4.830 -1.118 -1.389
N 6.146 -1.278 -1.809
C 7.264 -0.953 -0.936
C 8.242 -2.127 -0.904
N 8.264 -2.775 -2.273
C 7.975 -1.774 -3.355
C 6.526 -1.300 -3.225
C -0.852 -0.732 1.858
O -1.009 -0.531 3.026
O -1.865 -0.839 0.979
H 1.761 -0.254 -2.602
H 1.335 -1.376 3.140
H 4.442 -0.931 2.924
H 2.494 -3.215 3.739
H 3.877 -2.567 4.728
H 4.019 -3.838 1.898
H 5.460 -3.247 2.857
H 5.196 -1.701 0.639
H 6.932 -0.738 0.074
H 7.764 -0.047 -1.293
H 7.942 -2.896 -0.196
H 9.256 -1.804 -0.673
H 7.560 -3.514 -2.309
H 9.167 -3.224 -2.435
H 8.145 -2.243 -4.321
H 8.698 -0.971 -3.231
H 5.868 -1.982 -3.761
H 6.455 -0.321 -3.705
C -5.597 -3.256 -2.545
C -5.897 -1.805 -2.131
C -6.866 -1.759 -0.937
C -6.438 -0.988 -3.316
C -4.640 -1.191 -1.699
N -3.652 -0.710 -1.359
H -6.532 -3.709 -2.873
H -5.209 -3.837 -1.709
H -4.890 -3.297 -3.372
H -7.800 -2.226 -1.247
H -7.081 -0.733 -0.638
H -6.476 -2.312 -0.083
H -7.383 -1.433 -3.625
H -5.754 -1.013 -4.163
H -6.624 0.049 -3.035
C -6.544 2.685 4.511
C -5.282 2.821 3.716
C -4.491 3.966 3.806
C -3.327 4.087 3.073
C -2.942 3.053 2.221
C -3.717 1.902 2.114
C -4.874 1.796 2.858
S -1.397 3.288 1.462
O -1.117 2.055 0.627
O -0.343 3.570 2.370
N -1.544 4.544 0.478
C -2.591 4.787 -0.524
C -2.349 4.114 -1.880
C -2.459 2.629 -1.755
O -3.345 2.138 -0.969
O -1.615 1.820 -2.250
H -6.615 3.449 5.281
H -6.600 1.706 4.985
H -7.413 2.784 3.857
H -4.784 4.768 4.471
H -2.710 4.971 3.174
H -3.473 1.051 1.483
H -5.470 0.895 2.785
H -0.741 5.158 0.520
H -2.636 5.865 -0.658
H -3.546 4.470 -0.108
H -1.381 4.370 -2.307
H -3.120 4.455 -2.577
*
```

The calculation puts the lowest unoccupied orbital energy at -7.71 eV. For the energy above the lowest of the compared OMol25 structures with the same formula, charge and spin, the calculation gives 0.0 kcal per mole. The calculation puts the HOMO energy at -15.74 eV. The calculation puts the HOMO-LUMO gap at 8.04 eV.

These are the Mulliken partial charges, in e, on atoms 1 to 2: number 1, Zr, carries 1.541; number 2, F, carries -0.324